Entry 1:
# C4H10O2

A molecular structure, C4H10O2 (ωB97M-V/def2-TZVPD, the OMol25 dataset).

Calculated values
- highest occupied orbital energy (eV) = -7.6608
- relative energy (zero: lowest compared OMol25 entry of this formula, charge and spin) (eV) = 4.866
- lowest unoccupied orbital energy (eV) = 0.93
- orbital gap (hartree) = 0.316
- spin multiplicity = 1
- total energy (Ha) = -308.71935
- molar mass (g/mol) = 90.12

Last column: Mulliken charge in e.
Positions of all 16 atoms, in Å:
C: 1.58175 1.22775 -0.00359  -0.713
O: 0.72610 0.26922 0.59844  -0.423
C: 0.11342 -0.56367 -0.32011  0.160
C: -0.27445 -1.88476 0.28910  -1.348
C: -1.78785 0.55265 -0.45325  -0.555
O: -1.35395 1.75112 -0.01254  -0.369
H: 2.42208 0.72880 -0.50594  0.316
H: 1.03220 1.84390 -0.72338  0.346
H: 1.96784 1.85986 0.79894  0.262
H: 0.73887 -0.67450 -1.22033  0.419
H: 0.59558 -2.53898 0.41568  0.359
H: -1.00512 -2.40018 -0.34436  0.350
H: -0.72214 -1.71487 1.27219  0.362
H: -0.91937 -0.04496 -1.06162  0.285
H: -2.10938 -0.09850 0.37519  0.231
H: -1.00558 1.68712 0.89556  0.319

---

Entry 2:
# C4H10O2

3 unconnected molecules or ions with the total composition C4H10O2 (ωB97M-V/def2-TZVPD, the OMol25 dataset).

Calculated values
- highest occupied orbital energy (eV) = -9.0690
- relative energy (zero: lowest compared OMol25 entry of this formula, charge and spin) (eV) = 3.408
- lowest unoccupied orbital energy (eV) = 1.02
- orbital gap (hartree) = 0.371
- spin multiplicity = 1
- total energy (Ha) = -308.77293
- molar mass (g/mol) = 90.12

Last column: Mulliken charge in e.
Positions of all 16 atoms, in Å:
C: 0.90667 -1.16689 -1.70699  -0.652
O: 0.93084 0.12281 -1.11967  -0.352
C: -0.28507 0.67121 -0.88087  0.142
C: -0.42282 1.87009 -0.31902  -0.894
C: 0.19735 0.52059 2.36048  -0.039
O: -0.57582 -0.31267 2.76643  -0.437
H: 0.30053 -1.17568 -2.62188  0.320
H: 1.93914 -1.41279 -1.96076  0.256
H: 0.51456 -1.91397 -1.00621  0.272
H: -1.38620 -2.11435 0.44896  0.213
H: -1.14362 0.06331 -1.17117  0.323
H: 0.44585 2.46348 -0.04865  0.341
H: -1.41043 2.27806 -0.14173  0.255
H: 1.01523 0.28057 1.65563  0.204
H: 0.13483 1.57851 2.68349  0.255
H: -1.16104 -1.75229 1.06195  -0.208

---

What is the molar mass in the second record?
90.12 g/mol

---

Number 2 is which compound?
C4H10O2